No. 1
Below is a cluster of 2 separate species, C37H33N2O5 in total, with properties calculated with ωB97M-V/def2-TZVPD.

F_max = 3.45 eV/A
orbital gap = 4.493 eV
DFT total energy = -1915.3622 Eh
energy above the lowest of the compared OMol25 structures with the same formula, charge and spin = 0.0 kcal per mole
total charge = -1
HOMO level = -3.719 eV

Last column: Löwdin charge in e.
Cartesian coordinates (Å):
C -6.770 -0.168 -2.504  -0.08
N -5.779 0.444 -1.635  -0.26
C -6.253 1.545 -0.814  -0.08
C -4.468 -0.023 -1.522  -0.26
C -3.487 0.377 -2.469  -0.01
C -2.166 0.090 -2.227  -0.05
C -1.756 -0.644 -1.078  -0.21
C -0.366 -0.893 -0.820  0.04
C 0.628 0.092 -1.072  -0.19
C 1.980 -0.329 -1.187  0.03
C 3.023 0.558 -1.316  -0.08
C 4.415 0.109 -1.467  -0.17
C 4.710 -0.995 -2.292  -0.04
C 6.024 -1.439 -2.449  -0.09
C 7.069 -0.809 -1.751  -0.10
C 6.792 0.294 -0.929  -0.08
C 5.480 0.760 -0.815  -0.04
C 2.724 2.008 -1.188  -0.26
O 3.605 2.830 -0.865  0.03
C 1.321 2.432 -1.397  -0.07
C 0.996 3.854 -1.598  -0.16
C -0.083 4.211 -2.436  -0.04
C -0.460 5.549 -2.576  -0.09
C 0.211 6.552 -1.856  -0.10
C 1.304 6.213 -1.045  -0.08
C 1.707 4.880 -0.950  -0.02
C 0.334 1.485 -1.234  0.04
C -2.761 -1.113 -0.204  -0.01
C -4.091 -0.857 -0.433  0.01
H -6.294 -0.964 -3.092  0.09
H -7.586 -0.598 -1.899  0.08
H -7.204 0.583 -3.182  0.08
H -5.409 1.983 -0.263  0.09
H -6.710 2.318 -1.448  0.08
H -7.009 1.191 -0.100  0.08
H -3.787 0.967 -3.348  0.12
H -1.410 0.432 -2.940  0.12
H -0.047 -1.935 -0.668  0.13
H 2.173 -1.405 -1.151  0.13
H 3.879 -1.462 -2.833  0.11
H 6.224 -2.270 -3.129  0.10
H 8.097 -1.149 -1.875  0.09
H 7.590 0.810 -0.385  0.10
H 5.262 1.651 -0.224  0.10
H -0.600 3.413 -2.977  0.11
H -1.285 5.799 -3.246  0.10
H -0.097 7.597 -1.938  0.09
H 1.852 6.974 -0.481  0.10
H 2.581 4.612 -0.355  0.10
H -0.709 1.823 -1.211  0.12
H -2.457 -1.687 0.670  0.09
H -4.876 -1.280 0.206  0.13
C 4.230 0.427 2.640  -0.08
C 3.179 -0.421 3.285  -0.28
O 2.136 -0.738 2.365  -0.03
C 1.210 -1.515 3.018  -0.49
C 0.168 -1.995 2.148  -0.01
C -0.767 -2.947 2.576  -0.21
C -0.942 -3.205 3.986  -0.02
C -1.822 -4.135 4.474  -0.02
C -2.595 -4.895 3.583  -0.20
N -3.538 -5.792 4.154  -0.36
O -4.272 -6.489 3.427  -0.01
O -3.600 -5.834 5.409  -0.02
C -2.484 -4.678 2.186  -0.02
C -1.604 -3.732 1.694  -0.07
O 1.360 -1.716 4.235  -0.01
H 5.023 0.541 3.382  0.07
H 4.666 -0.048 1.755  0.07
H 3.850 1.421 2.385  0.08
H 3.646 -1.352 3.625  0.12
H 2.729 0.104 4.135  0.12
H 0.243 -1.637 1.143  0.04
H -0.319 -2.680 4.699  0.09
H -1.916 -4.286 5.545  0.11
H -3.128 -5.253 1.534  0.10
H -1.514 -3.564 0.618  0.09

Force components x, y, z for each atom (eV/Å):
C 0.4772 0.1090 0.3486
N -0.9824 0.3081 -0.4289
C 0.3182 -0.4779 -0.0749
C 1.0664 -0.4650 0.0457
C -1.0311 -0.0282 0.7933
C 0.8891 -0.4691 0.2144
C -1.8563 0.5913 -0.0724
C 2.4956 1.6215 -1.7366
C -2.1677 -2.1613 0.5854
C 1.8547 0.3756 0.0376
C -1.1800 -0.5137 0.2788
C 0.8106 -0.2682 -0.1427
C -0.0204 0.3145 0.1806
C 0.0109 0.2218 0.2505
C -0.3345 0.1821 -0.0549
C -0.3231 -0.3046 -0.3795
C 0.0729 -0.0018 0.0931
C 1.0253 0.7280 0.4513
O -1.1001 -1.0618 -0.7202
C -0.7196 -1.1895 0.4092
C -0.3546 0.7070 -0.1440
C 0.3579 0.0718 0.2947
C 0.2132 -0.0207 0.2864
C 0.1836 -0.2668 -0.0197
C -0.3562 -0.2629 -0.4000
C 0.0039 0.0798 0.2151
C 0.3790 1.5685 -0.3463
C 0.9885 -0.3704 -0.0771
C -0.7314 0.8616 -0.9023
H -0.2275 0.2184 0.1313
H 0.0350 -0.0448 -0.2471
H 0.0117 -0.1937 0.0115
H -0.3119 -0.1124 -0.1441
H 0.0509 0.0002 0.1179
H 0.0077 0.1965 0.0892
H 0.1048 -0.2842 0.5043
H -0.1841 -0.2355 0.2490
H -0.0855 0.6299 0.0709
H 0.0586 0.3349 0.0611
H 0.4344 0.0750 0.1417
H 0.0324 0.2265 0.2738
H -0.2527 0.0124 0.0343
H -0.2544 -0.2439 -0.2481
H 0.1413 -0.4876 -0.1586
H 0.0931 0.3723 0.1206
H 0.2059 0.0129 0.2241
H 0.0348 -0.3393 -0.0306
H -0.2446 -0.2222 -0.2753
H -0.4514 0.1417 -0.1599
H 0.4625 -0.1826 0.0947
H -0.1351 0.1494 -0.1829
H 0.3836 0.3785 -0.1167
C 0.1752 0.2857 -0.2210
C 0.2633 0.2054 -0.0667
O 0.2437 -0.0854 0.2843
C -0.9665 -0.3201 0.7016
C 0.6065 0.0070 0.7372
C -0.3304 -0.2769 0.4281
C -0.0360 -0.3651 0.2238
C 0.3654 0.2751 -0.4857
C -0.0870 0.2248 -0.2685
N -0.5734 -0.4822 0.7148
O 0.7339 0.6680 0.5755
O -0.2024 -0.2793 -1.5921
C -0.0276 0.1331 0.5280
C 0.0942 0.1208 0.4293
O -0.0960 0.0694 -1.1322
H 0.1194 0.1552 -0.0792
H -0.1320 0.0979 0.0585
H 0.0894 -0.1175 -0.1287
H -0.2374 0.1505 0.1828
H 0.2934 -0.2335 -0.0029
H 0.0009 -0.2837 -0.0820
H -0.2103 0.0321 -0.3070
H -0.0267 -0.0061 -0.2610
H 0.1059 0.0013 -0.0538
H -0.0645 -0.2572 0.2707

=====

No. 2
Below is a structure of composition CH3NO4S, with properties calculated with ωB97M-V/def2-TZVPD.

F_max = 4.09 eV/A
orbital gap (alpha / beta) = 8.954 / 8.952 eV
DFT total energy = -793.6544 Eh
energy above the lowest of the compared OMol25 structures with the same formula, charge and spin = 50.3 kcal per mole
HOMO level (alpha / beta) = -10.374 / -10.372 eV

Last column: natural (NBO) charge in e.
Cartesian coordinates (Å):
C -2.136 -0.392 -0.144  0.64
N 0.077 -0.633 0.565  -0.54
O -3.157 0.190 -0.284  -0.51
O 1.255 1.986 0.045  -0.93
O 2.499 -0.849 0.092  -0.83
O -1.075 0.170 0.465  -0.35
S 1.355 -0.253 -0.506  1.56
H -1.933 -1.431 -0.474  0.11
H 0.366 -0.650 1.539  0.40
H 1.737 2.413 -0.662  0.44

Force components x, y, z for each atom (eV/Å):
C -0.3864 -1.3257 -0.6233
N -0.1981 -0.1006 -0.7034
O 0.1000 0.1918 0.1156
O -0.1357 -3.4699 -0.1985
O 0.7607 -0.3459 0.4369
O 1.1134 0.9689 0.5130
S -1.7217 3.6144 0.8218
H 0.0037 0.2159 0.0685
H 0.1442 0.1425 0.0431
H 0.3199 0.1085 -0.4738

=====

No. 3
Below is a structure of composition C20H23N3O6S, with properties calculated with ωB97M-V/def2-TZVPD.

F_max = 18.09 eV/A
orbital gap = 7.958 eV
DFT total energy = -1789.0401 Eh
energy above the lowest of the compared OMol25 structures with the same formula, charge and spin = 533.1 kcal per mole
HOMO level = -8.260 eV

Last column: natural (NBO) charge in e.
Cartesian coordinates (Å):
C -0.079 2.628 3.558  -0.63
C -0.433 2.291 2.022  -0.07
H -0.277 3.109 1.451  0.18
H -1.458 2.094 2.031  0.19
O 0.561 1.201 1.634  -0.49
C 0.490 1.136 0.360  0.22
C -0.378 1.867 -0.567  -0.30
C -0.175 1.332 -1.898  -0.10
C 0.815 0.533 -2.347  -0.14
C 1.613 -0.029 -1.544  -0.14
C 1.289 0.086 -0.006  0.23
O 2.302 -0.678 0.790  -0.53
C 3.006 -0.067 1.809  -0.06
C 3.482 1.206 1.694  -0.64
H 3.006 1.937 1.379  0.21
H 4.325 1.237 0.988  0.19
H 4.113 1.638 2.543  0.24
H 1.996 0.171 2.606  0.14
H 3.405 -1.001 2.168  0.23
H 2.273 -0.612 -1.791  0.18
C 1.052 0.370 -3.841  -0.38
H 0.725 1.493 -4.282  0.22
H 1.876 0.044 -4.045  0.18
C -0.141 -0.428 -4.471  -0.08
N 0.145 -2.179 -3.896  -0.89
S -1.295 -2.714 -3.652  2.32
O -2.049 -2.416 -4.730  -0.92
O -1.039 -4.095 -3.090  -0.91
C -1.950 -1.609 -2.154  0.02
C -3.033 -0.863 -2.117  -0.26
C -3.114 -0.666 -0.668  -0.29
C -1.883 -1.265 -0.066  0.29
C -1.579 -1.206 1.246  0.11
N -2.089 -0.427 2.112  -0.22
N -1.727 -0.414 3.388  -0.32
C -0.842 -1.168 3.927  0.51
O -0.258 -1.041 5.070  -0.64
C -0.129 -1.695 2.901  -0.20
C -0.417 -1.952 1.681  -0.14
H -0.005 -2.495 1.041  0.21
H 0.863 -2.293 3.155  0.23
H -2.516 0.298 4.128  0.42
O -1.264 -1.824 -0.953  -0.37
H -3.670 0.173 -0.215  0.22
H -3.678 -0.707 -2.713  0.20
H 0.873 -2.035 -3.450  0.37
H -0.991 -0.157 -4.463  0.12
H 0.217 -0.536 -5.780  0.21
H -0.911 1.796 -2.614  0.20
H -1.246 2.328 -0.108  0.24
H -0.166 1.603 4.206  0.22
H -0.637 3.300 4.037  0.21
H 1.005 2.699 3.534  0.22

Force components x, y, z for each atom (eV/Å):
C 2.4599 -6.8596 -2.2901
C 2.5182 -1.6949 5.9125
H 0.9581 2.5690 -1.8680
H -1.5430 -1.4924 -0.7053
O -4.4688 4.4759 4.5384
C 0.3507 -1.8827 -3.0412
C 2.3863 -4.4498 -1.1155
C -4.6340 4.9925 1.8893
C -1.4183 1.6275 -4.9199
C -4.5223 2.6053 11.4019
C 4.8667 -1.2587 -5.4983
O -3.2933 1.2555 -4.3471
C -7.8430 -3.4781 5.0818
C 10.7436 -0.8747 1.7418
H -5.7795 6.2096 -2.6282
H 0.2742 -0.2262 -0.6151
H -1.3251 -1.0724 -0.2392
H 3.1203 -1.1712 -0.9557
H 1.7565 0.7251 0.8908
H 7.2814 -6.0832 -2.4466
C -13.7170 6.4404 1.6672
H 1.7586 -2.7802 0.6988
H 9.2636 -3.4113 -2.7291
C 16.2164 -6.7352 -4.3474
N -8.1973 4.2732 -8.4325
S 4.3134 -4.5959 10.3766
O -4.3534 1.1615 -5.1675
O -1.6203 3.5077 -1.6009
C 3.4185 -3.7047 -3.4711
C 7.4911 -2.2614 11.4908
C 2.3021 1.0741 1.0180
C -10.6646 6.2274 -1.2551
C 3.7423 -1.4774 3.9138
N -2.9739 1.8473 -0.1032
N -7.3809 4.9401 1.8737
C 5.2450 1.7463 5.4200
O -2.9845 -0.5253 -1.8995
C 7.5590 -6.4768 1.0654
C -6.2534 4.9646 1.5836
H 4.3014 -4.5817 -4.9837
H -1.9872 1.6137 0.3928
H 3.4463 -2.9285 -2.9768
O 3.0328 -3.4466 -6.3368
H 0.0164 -1.0530 0.0727
H -8.1241 2.2523 -8.1643
H 8.1439 0.5649 6.3438
H -11.4147 3.3521 0.9730
H -1.4360 0.1400 4.1231
H 0.8775 -0.7161 0.3681
H 0.1235 0.3289 -1.0766
H -0.1550 2.2061 -1.6062
H -1.9027 3.1324 1.5117
H 0.0248 1.0045 0.4713